Density functional theory data (ωB97M-V with the def2-TZVPD basis set) for 9 unconnected molecules or ions with the total composition C27H72O9.

Calculated values
Energy relative to the best compared isomer or geometry (same formula, charge and spin) in kcal/mol: 39.4
Structure (SMILES): CC(C)O.CC(C)O.CC(C)O.CC(C)O.CC(C)O.CC(C)O.CC(C)O.CC(C)O.CC(C)O
Max |F| in eV/A: 2.07
2S+1: 1
LUMO level in hartree: 0.0147
Gap between HOMO and LUMO in eV: 9.443
E_tot in Ha: -1749.02526

Structure (XYZ):
```
108
Properties=species:S:1:pos:R:3:forces:R:3:mulliken_charge:R:1
C -27.125 10.478 22.412 -1.25 -0.10 -0.32 -1.326
C -27.637 10.560 20.965 1.76 0.24 -0.21 0.494
C -27.414 11.946 20.382 -0.38 0.30 -0.45 -1.031
O -26.814 9.676 20.168 -0.51 -0.17 0.02 -0.462
H -27.519 11.336 22.964 0.07 -0.22 0.24 0.362
H -26.041 10.467 22.461 0.09 0.13 -0.22 0.300
H -27.508 9.544 22.832 0.14 0.13 0.35 0.381
H -28.683 10.260 20.850 -0.01 0.11 0.23 0.280
H -27.554 11.941 19.299 -0.13 -0.11 0.09 0.024
H -26.411 12.346 20.534 0.07 -0.28 0.33 0.362
H -28.132 12.661 20.792 0.06 -0.04 0.09 0.372
H -27.089 8.774 20.370 0.13 0.05 -0.06 0.279
C -22.136 7.056 15.261 -0.64 0.10 -0.03 -1.013
C -20.881 7.225 16.098 -0.30 -2.05 0.03 0.299
C -20.410 5.865 16.647 -0.30 -0.81 -0.44 -1.319
O -19.830 7.797 15.352 0.09 0.85 0.39 -0.557
H -22.074 6.401 14.385 0.56 -0.17 0.16 0.384
H -22.488 8.012 14.865 -0.05 0.09 0.27 0.272
H -22.906 6.616 15.900 -0.17 0.19 -0.11 0.271
H -21.162 7.775 16.996 0.46 0.89 -0.38 0.307
H -20.121 5.207 15.817 0.44 0.30 -0.05 0.322
H -21.177 5.235 17.113 -0.26 0.61 0.26 0.351
H -19.592 5.962 17.358 0.13 0.09 -0.15 0.326
H -19.761 7.316 14.523 -0.02 -0.09 0.02 0.357
C -25.179 9.416 14.483 0.20 0.25 -0.03 -0.390
C -25.823 8.880 15.770 -0.25 1.03 -0.65 1.000
C -25.518 9.810 16.940 -0.06 -1.57 0.37 -1.602
O -27.254 8.827 15.517 1.01 -0.52 0.45 -0.249
H -24.279 9.998 14.704 0.10 -0.15 0.00 0.675
H -25.874 10.096 13.988 -0.05 0.04 0.10 0.285
H -24.943 8.660 13.733 -0.07 -0.17 0.15 -0.778
H -25.510 7.859 15.997 0.25 0.01 0.07 0.113
H -24.443 9.793 17.132 0.09 0.42 -0.34 0.481
H -25.906 9.327 17.839 -0.45 0.53 0.07 0.324
H -25.909 10.814 16.799 0.03 0.07 0.02 0.230
H -27.255 8.137 14.834 -0.79 0.08 -0.11 -0.081
C -21.909 8.362 10.651 0.40 -0.39 0.68 -1.196
C -22.204 9.805 11.030 0.05 0.00 -0.62 0.616
C -22.314 10.720 9.820 -0.47 -0.46 0.07 -1.265
O -23.446 9.864 11.741 0.68 0.10 0.11 -0.431
H -22.662 7.911 10.006 -0.02 0.15 -0.12 0.223
H -21.867 7.777 11.579 -0.26 -0.05 -0.04 0.183
H -20.905 8.221 10.244 -0.13 0.25 -0.36 0.454
H -21.358 10.144 11.639 -0.26 0.15 0.28 0.309
H -21.430 10.578 9.200 0.01 0.33 -0.04 0.424
H -22.495 11.761 10.084 0.38 0.04 0.14 0.338
H -23.189 10.429 9.237 0.02 -0.19 -0.14 0.161
H -23.302 9.422 12.587 -0.30 0.09 0.00 -0.006
C -29.977 5.723 15.496 -1.01 -0.41 -0.29 -1.131
C -29.590 4.348 14.959 0.62 -0.16 0.65 0.678
C -30.764 3.423 14.671 0.77 0.29 -1.06 -1.499
O -28.739 4.494 13.820 0.37 0.58 -0.42 -0.412
H -30.617 6.292 14.816 0.13 -0.14 -0.24 0.164
H -29.148 6.369 15.775 0.17 -0.22 0.12 0.163
H -30.623 5.487 16.347 0.29 0.38 0.28 0.482
H -28.946 3.910 15.734 -0.20 -0.20 0.02 0.200
H -30.393 2.458 14.313 0.06 -0.13 0.39 0.377
H -31.261 3.832 13.785 -0.57 0.12 0.40 0.319
H -31.406 3.278 15.533 -0.19 0.10 -0.09 0.413
H -28.826 3.845 13.118 -0.39 -0.28 0.28 0.164
C -26.555 11.350 9.443 -0.63 0.20 -0.95 -1.400
C -26.865 9.988 10.068 1.42 0.49 0.24 0.692
C -26.222 8.903 9.191 -0.34 0.17 -0.22 -1.180
O -26.261 9.986 11.377 -0.05 -0.44 -0.63 -0.081
H -25.498 11.428 9.191 0.21 0.02 0.30 0.201
H -26.860 12.209 10.038 0.10 -0.21 0.38 0.343
H -27.061 11.491 8.478 -0.09 -0.24 0.08 0.437
H -27.933 9.834 10.187 -0.05 -0.03 0.17 0.236
H -26.477 7.882 9.473 -0.20 0.05 0.06 0.162
H -25.133 8.969 9.215 0.07 0.18 0.17 0.143
H -26.509 9.081 8.151 -0.09 -0.24 -0.01 0.518
H -25.300 10.017 11.199 -0.38 0.00 0.49 0.227
C -24.968 4.646 13.983 -0.46 0.34 0.69 -1.731
C -25.497 5.906 13.309 0.82 -0.09 -0.13 1.689
C -25.702 5.766 11.809 -0.53 -0.43 -0.03 -1.143
O -26.670 6.338 13.969 -0.31 0.13 -0.14 0.015
H -23.958 4.389 13.665 -0.17 -0.30 -0.23 0.397
H -25.701 3.837 13.920 0.31 -0.22 -0.46 0.309
H -24.930 4.855 15.057 0.21 0.08 -0.03 0.383
H -24.729 6.672 13.465 -0.26 0.13 0.10 -0.573
H -26.076 6.681 11.348 0.14 0.15 0.15 -0.025
H -26.465 4.998 11.628 0.08 -0.03 -0.05 0.194
H -24.797 5.454 11.285 0.07 0.05 0.11 0.503
H -27.352 5.633 13.900 0.16 0.28 -0.01 -0.060
C -29.451 10.701 17.418 0.55 0.28 0.07 -0.877
C -29.455 11.660 16.225 0.56 -0.09 0.21 0.606
C -28.678 12.914 16.576 0.66 1.13 -0.42 -1.292
O -28.930 11.056 15.047 -0.02 0.01 0.84 -0.471
H -29.650 9.676 17.103 -0.61 0.09 0.17 0.246
H -30.114 11.130 18.172 -0.32 -0.54 0.03 0.509
H -28.475 10.651 17.912 0.12 0.08 -0.30 -0.156
H -30.492 11.952 16.043 0.01 -0.07 -0.30 0.294
H -29.059 13.412 17.470 -0.12 0.00 -0.06 0.381
H -28.654 13.632 15.746 -0.67 -0.04 0.05 0.333
H -27.593 12.812 16.710 -0.16 -0.83 0.33 0.194
H -28.262 10.428 15.388 -0.13 -0.11 -0.76 0.256
C -31.013 7.916 12.261 0.62 0.96 0.36 -1.714
C -29.623 7.386 11.979 0.54 -1.45 1.04 2.327
C -29.373 6.914 10.557 0.00 -0.13 -0.67 -1.184
O -28.630 8.296 12.423 -0.43 0.84 -0.19 -0.240
H -30.994 8.403 13.240 0.06 -0.06 0.00 0.326
H -31.727 7.100 12.340 -0.17 0.05 -0.47 0.361
H -31.282 8.707 11.556 -0.34 -0.27 -0.15 0.445
H -29.525 6.512 12.642 -0.09 -0.09 -0.23 -0.942
H -30.289 6.641 10.025 -0.07 0.17 0.10 0.436
H -28.741 6.022 10.494 0.11 0.08 0.28 0.250
H -28.856 7.686 9.984 -0.20 0.11 -0.01 0.066
H -27.756 7.893 12.447 -0.07 -0.17 -0.06 -0.186
```
Forces are in eV/Å.

***

Density functional theory data (ωB97M-V with the def2-TZVPD basis set) for 2 unconnected molecules or ions with the total composition CH7N2O.

Calculated values
Energy relative to the best compared isomer or geometry (same formula, charge and spin) in kcal/mol: 10.4
Max |F| in eV/A: 0.59
2S+1: 1
LUMO level in hartree: -0.1419
Charge: +1
Gap between HOMO and LUMO in eV: 11.129
E_tot in Ha: -226.81881

Structure (XYZ):
```
11
Properties=species:S:1:pos:R:3:forces:R:3:mulliken_charge:R:1
N 0.678 -0.582 -0.272 -0.27 -0.06 -0.08 -0.275
C -0.498 -0.668 -0.827 0.00 0.15 0.02 0.271
N -1.112 -1.774 -1.162 0.19 0.20 -0.52 -0.312
H 1.269 -1.387 -0.135 0.10 0.04 0.29 0.239
H 0.902 0.303 0.160 0.41 0.01 0.02 0.235
H -0.975 0.280 -1.034 -0.41 -0.05 0.21 0.318
H -1.983 -1.716 -1.670 0.01 -0.04 0.02 0.269
H -0.631 -2.660 -1.179 -0.08 -0.17 0.21 0.244
H 0.235 3.119 2.444 -0.06 -0.12 0.08 0.330
H 1.403 2.735 1.562 0.03 0.04 0.20 0.330
O 0.712 2.349 2.113 0.09 0.01 -0.45 -0.648
```
Forces are in eV/Å.

***

E_tot of number 2 (CH7N2O)?
-226.81881 Ha